1.
{
  "formula": "H22NO14",
  "method": "ωB97M-V/def2-TZVPD",
  "total_charge": -1,
  "de_lowest_kj_mol": 310.0,
  "total_energy_ha": -1121.22447,
  "molar_mass_g_mol": 260.2,
  "symbols": ["N", "O", "O", "O", "O", "H", "H", "O", "H", "H", "O", "H", "H", "O", "H", "H", "O", "H", "H", "O", "H", "H", "O", "H", "H", "O", "H", "H", "O", "H", "H", "O", "H", "H", "O", "H", "H"],
  "xyz": [[-2.526, -9.022, -10.251], [-1.332, -8.820, -9.913], [-2.670, -9.898, -11.151], [-3.482, -8.470, -9.759], [-3.817, -9.292, -4.080], [-3.256, -8.794, -4.674], [-3.206, -9.775, -3.522], [-3.257, -13.421, -15.475], [-2.890, -12.637, -15.882], [-4.102, -13.139, -15.127], [-7.346, -5.131, -8.817], [-8.223, -5.474, -8.648], [-6.819, -5.906, -9.011], [-1.402, -14.813, -11.604], [-1.364, -15.166, -12.493], [-1.794, -13.946, -11.708], [-0.240, -7.183, -5.446], [-0.043, -6.265, -5.256], [-0.387, -7.206, -6.391], [0.930, -4.233, -11.117], [0.748, -3.315, -10.916], [1.156, -4.623, -10.272], [-6.002, -8.520, -14.025], [-5.259, -9.011, -13.674], [-6.770, -8.926, -13.623], [1.529, -11.043, -5.928], [1.711, -10.732, -6.815], [1.114, -10.299, -5.493], [-6.123, -12.153, -6.663], [-6.508, -11.760, -7.446], [-5.632, -11.441, -6.253], [1.920, -10.271, -13.251], [1.483, -9.903, -12.483], [2.173, -11.155, -12.983], [-3.627, -4.046, -13.351], [-3.663, -3.092, -13.282], [-2.901, -4.300, -12.781]]
}



2.
{
  "formula": "H22NeO11",
  "method": "ωB97M-V/def2-TZVPD",
  "de_lowest_kj_mol": 96.5,
  "total_energy_ha": -969.77624,
  "molar_mass_g_mol": 218.3,
  "symbols": ["Ne", "O", "H", "H", "O", "H", "H", "O", "H", "H", "O", "H", "H", "O", "H", "H", "O", "H", "H", "O", "H", "H", "O", "H", "H", "O", "H", "H", "O", "H", "H", "O", "H", "H"],
  "xyz": [[-0.402, 15.956, -9.043], [-0.522, 16.890, -13.213], [-1.170, 16.261, -12.896], [-0.304, 16.587, -14.095], [-3.036, 14.654, -7.240], [-3.168, 13.893, -6.674], [-2.291, 15.114, -6.854], [2.635, 14.519, -8.863], [1.837, 15.007, -8.660], [2.605, 13.758, -8.283], [1.177, 18.592, -8.127], [1.455, 19.493, -7.964], [0.317, 18.527, -7.713], [0.016, 12.696, -8.003], [-0.064, 13.207, -7.198], [0.850, 12.235, -7.912], [0.223, 18.485, -10.710], [0.832, 18.343, -9.985], [0.070, 17.612, -11.070], [-1.418, 17.279, -4.909], [-1.476, 17.784, -5.720], [-0.729, 17.712, -4.406], [0.904, 16.362, -6.476], [0.686, 16.749, -5.628], [1.449, 17.021, -6.908], [-0.269, 14.142, -5.650], [0.090, 14.890, -6.127], [-1.056, 14.483, -5.226], [-1.835, 18.830, -7.266], [-2.305, 18.659, -8.082], [-1.687, 19.776, -7.268], [-2.758, 18.703, -9.970], [-3.169, 19.532, -10.217], [-1.819, 18.871, -10.040]]
}